{"formula": "C22H34N3O", "method": "wB97M-V/def2-TZVPD", "symbols": ["O", "C", "C", "N", "C", "C", "C", "C", "C", "C", "C", "C", "N", "C", "C", "C", "C", "N", "C", "C", "C", "C", "C", "C", "C", "C", "H", "H", "H", "H", "H", "H", "H", "H", "H", "H", "H", "H", "H", "H", "H", "H", "H", "H", "H", "H", "H", "H", "H", "H", "H", "H", "H", "H", "H", "H", "H", "H", "H", "H"], "coordinates": [[-0.7485, -3.2895, -1.6351], [-1.2518, -2.8322, -0.6395], [-2.6095, -3.2647, -0.0992], [-3.1372, -2.2832, 0.8337], [-3.8829, -1.2143, 0.1763], [-4.3674, -0.1920, 1.2074], [-5.1630, 0.9044, 0.5490], [-6.4868, 0.8658, 0.4900], [-7.3355, 1.9121, -0.1608], [-6.5458, 3.1882, -0.4354], [-5.1962, 2.8343, -1.0483], [-4.3698, 2.0368, -0.0435], [-0.6757, -1.8906, 0.1774], [0.5664, -1.3157, 0.0909], [0.9442, -0.3758, 1.0585], [2.1925, 0.2081, 1.0267], [3.0858, -0.1394, 0.0222], [4.4255, 0.4580, -0.0269], [5.2269, 0.1532, 1.1934], [6.6778, -0.1967, 0.8739], [7.3411, 0.7013, -0.1789], [6.9174, 2.1715, -0.1291], [5.6461, 2.4536, -0.9323], [4.3589, 1.9171, -0.3193], [2.7235, -1.0601, -0.9494], [1.4753, -1.6453, -0.9213], [-3.2719, -3.4668, -0.9529], [-2.4440, -4.2146, 0.4181], [-3.7438, -2.7318, 1.5129], [-4.7494, -1.6016, -0.3809], [-3.2141, -0.7353, -0.5454], [-4.9879, -0.7066, 1.9439], [-3.5040, 0.2312, 1.7262], [-7.0226, 0.0308, 0.9224], [-8.1967, 2.1291, 0.4755], [-7.7279, 1.5077, -1.1001], [-7.1099, 3.8392, -1.1046], [-6.3843, 3.7255, 0.5012], [-4.6590, 3.7394, -1.3377], [-5.3552, 2.2334, -1.9461], [-3.4692, 1.6454, -0.5249], [-4.0418, 2.6969, 0.7672], [-1.3012, -1.6215, 0.9405], [0.2504, -0.1104, 1.8409], [2.4659, 0.9241, 1.7856], [4.9096, 0.0183, -0.8187], [5.1780, 1.0163, 1.8573], [4.7586, -0.6899, 1.7056], [6.7430, -1.2343, 0.5412], [7.2316, -0.1276, 1.8106], [8.4184, 0.6364, -0.0291], [7.1516, 0.3144, -1.1839], [7.7150, 2.7702, -0.5692], [6.8046, 2.5030, 0.9032], [5.5226, 3.5323, -1.0367], [5.7674, 2.0472, -1.9394], [4.1251, 2.4388, 0.6100], [3.5318, 2.0785, -1.0150], [3.4159, -1.3301, -1.7340], [1.1905, -2.3636, -1.6719]], "energy_ha": -1098.00860, "smiles": "O=C(CNCCC1=CCCCC1)Nc1ccc([NH+]2CCCCCC2)cc1", "lumo_energy_ev": -2.185, "de_lowest_kj_mol": 94.7, "total_charge": 1}